{"formula": "C22H30N2O5S", "method": "ωB97M-V with the def2-TZVPD basis set", "gap_ev": 8.3, "total_energy_ha": -1740.21586, "lumo_ev": 0.58, "e_above_lowest_kcal_mol": 19.4, "homo_energy_ev": -7.75, "elements": ["C", "H", "O", "C", "C", "C", "C", "C", "C", "O", "C", "H", "H", "H", "H", "C", "N", "C", "C", "O", "C", "H", "H", "H", "C", "H", "H", "S", "O", "C", "C", "O", "N", "H", "C", "C", "C", "C", "C", "H", "C", "C", "H", "H", "H", "H", "H", "H", "H", "H", "H", "H", "H", "H", "H", "H", "H", "H", "H", "H"], "positions_angstrom": [[-8.51115, 0.53895, -1.13107], [-8.64317, 1.24880, -0.31242], [-7.75561, -0.58368, -0.73371], [-6.46559, -0.47326, -0.32260], [-5.86731, -1.69577, -0.01685], [-4.56342, -1.78535, 0.41640], [-3.81440, -0.62209, 0.55710], [-4.39617, 0.61004, 0.25888], [-5.70606, 0.70806, -0.17824], [-6.30053, 1.90780, -0.47753], [-5.53815, 3.08373, -0.35498], [-6.20556, 3.89114, -0.65362], [-4.66618, 3.06941, -1.01584], [-5.21087, 3.24614, 0.67650], [-3.77886, 1.48333, 0.38159], [-2.44209, -0.65461, 1.00011], [-1.66857, 0.37531, 1.19841], [-0.46532, -0.13948, 1.60038], [-0.55844, -1.50290, 1.62324], [-1.82363, -1.82804, 1.24868], [0.38977, -2.58601, 1.97713], [1.36216, -2.16592, 2.21418], [0.02319, -3.14370, 2.83862], [0.49222, -3.28025, 1.14436], [0.67180, 0.76790, 1.85169], [0.46928, 1.44880, 2.67624], [1.60139, 0.22989, 2.01521], [0.80278, 1.83958, 0.33878], [1.21857, 0.95091, -0.75675], [2.36579, 2.70075, 0.86727], [3.49059, 1.72087, 1.15979], [4.02335, 1.65471, 2.25082], [3.82189, 0.97949, 0.09147], [3.14811, 0.92940, -0.66592], [4.80576, -0.08017, 0.15535], [4.16064, -1.41353, 0.55706], [3.20821, -1.91892, -0.52280], [3.95271, -2.07269, -1.84532], [4.57626, -0.74554, -2.26684], [3.78372, -0.01845, -2.45521], [5.52975, -0.21736, -1.19200], [6.16031, 1.10730, -1.61345], [6.73011, 0.98063, -2.53109], [6.82960, 1.47406, -0.83862], [5.39304, 1.85806, -1.78607], [6.32867, -0.95418, -1.05174], [5.12767, -0.87652, -3.20060], [3.26538, -2.41890, -2.61947], [4.73900, -2.82413, -1.73373], [2.37784, -1.22172, -0.65099], [2.79121, -2.88158, -0.21958], [4.95264, -2.14781, 0.71939], [3.63474, -1.27951, 1.50529], [5.51990, 0.21731, 0.93233], [2.13515, 3.29174, 1.74990], [2.63490, 3.35550, 0.03937], [-4.12467, -2.74358, 0.64367], [-6.47326, -2.57985, -0.13630], [-9.48098, 0.13592, -1.42306], [-8.05813, 1.04999, -1.98277]], "forces_ev_per_angstrom": [[-0.4, 0.3, -0.2], [0.0, -0.1, -0.1], [0.3, -0.2, 0.1], [0.1, -0.2, 0.0], [-0.2, 0.3, -0.1], [0.2, 0.2, 0.0], [-0.6, -0.3, -0.2], [0.1, -0.1, 0.0], [-0.1, 0.1, 0.0], [-0.1, -0.5, 0.0], [0.1, 0.2, 0.0], [0.1, 0.0, 0.0], [0.0, 0.0, 0.0], [0.0, 0.0, 0.0], [0.0, 0.2, 0.0], [0.8, 0.9, 0.2], [-0.9, -0.1, -0.2], [0.0, -1.1, 0.0], [0.8, 0.9, 0.2], [-0.3, -0.2, -0.1], [-0.4, 0.0, -0.1], [0.1, 0.0, 0.0], [0.1, -0.1, 0.1], [0.1, -0.1, 0.0], [-0.1, 0.3, -0.5], [0.0, 0.1, 0.1], [0.2, 0.1, 0.0], [0.7, 0.6, 1.4], [-0.1, -0.7, -1.1], [-0.5, -0.2, 0.0], [-0.3, 0.3, -0.2], [0.1, 0.0, 0.3], [0.1, -0.3, -0.4], [-0.1, 0.2, 0.2], [0.4, -0.3, 0.3], [-0.1, 0.2, 0.0], [0.2, -0.2, 0.0], [-0.2, 0.1, -0.1], [0.3, -0.3, 0.2], [-0.1, 0.1, -0.1], [-0.1, 0.4, -0.1], [0.0, -0.3, 0.1], [0.1, 0.0, -0.1], [0.1, 0.1, 0.1], [0.0, 0.1, 0.0], [-0.1, 0.0, 0.0], [0.0, 0.1, -0.1], [0.0, -0.1, 0.0], [0.0, -0.1, 0.0], [-0.1, 0.0, 0.0], [-0.1, 0.0, 0.0], [0.0, 0.0, 0.1], [0.1, 0.0, 0.1], [-0.1, -0.1, -0.2], [0.0, 0.0, 0.1], [-0.1, 0.0, 0.0], [0.0, -0.1, 0.0], [-0.1, -0.1, 0.0], [0.1, 0.0, 0.0], [-0.1, 0.0, 0.1]]}